Below is C16H14BrF4N3O2V as an isolated structure at a distorted geometry, with properties calculated with wB97M-V/def2-TZVPD.

```
41
Properties=species:S:1:pos:R:3:mulliken_charge:R:1
V -0.298 -0.480 -0.693 1.3202
C -2.095 -2.505 0.342 -0.9654
N -0.817 -2.309 -0.392 -0.2640
C -0.847 -2.921 -1.734 -0.8304
C 0.404 -2.648 0.391 -0.5836
C 0.636 -1.555 1.463 -0.9091
N 0.039 -0.274 1.034 0.4323
C -0.222 0.674 1.996 -0.3763
C -1.444 1.402 1.974 0.6628
F -2.323 1.086 1.034 -0.2674
C -1.773 2.287 2.976 -0.1153
F -2.929 2.901 2.940 -0.2147
C -0.880 2.510 4.021 -0.2661
C 0.335 1.833 4.061 0.0144
F 1.191 2.054 5.025 -0.2131
C 0.658 0.915 3.080 0.6596
F 1.822 0.293 3.088 -0.2524
H -2.377 -3.560 0.338 0.3984
H -2.014 -2.174 1.375 0.3577
H -2.896 -1.947 -0.147 0.3446
H -0.865 -4.014 -1.690 0.4018
H -1.751 -2.605 -2.258 0.3949
H 0.045 -2.644 -2.315 0.4157
H 0.311 -3.625 0.870 0.4703
H 1.255 -2.712 -0.292 0.3284
H 0.179 -1.836 2.413 0.6177
H 1.704 -1.461 1.662 0.4496
H -1.142 3.204 4.814 0.5493
Br 3.185 -0.618 -0.844 0.0393
C 2.333 0.634 -1.962 0.6179
C 3.041 1.427 -2.854 -0.6489
C 2.341 2.317 -3.652 -0.3528
C 0.947 2.390 -3.555 -0.7347
C 0.329 1.570 -2.648 0.7406
N 1.007 0.696 -1.845 0.1013
C -1.153 1.556 -2.368 0.1449
O -2.009 2.185 -2.850 -0.3148
O -1.281 0.592 -1.364 -0.6603
H 4.117 1.337 -2.923 0.4841
H 2.873 2.961 -4.342 0.4893
H 0.363 3.065 -4.169 0.5344
```

Output
Charge   +3
HOMO-LUMO gap (alpha / beta)   5.48 / 5.47 eV
E_LUMO (alpha / beta)   -13.4 / -13.4 eV
E   -131952.4539 eV